# 1
Computed, not measured: a molecular structure, C2Br4O, with the ωB97M-V functional and the def2-TZVPD basis.

```
! RIJCOSX wB97M-V def2-TZVPD def2/J DEFGRID3
* xyz 0 1
C -1.5975 0.4167 0.2689
C 1.2152 -0.1635 -0.1450
O -1.7913 0.8744 1.3390
Br -2.6659 -0.3709 -1.0056
Br 1.5631 0.9757 -1.5454
Br 1.9929 0.2683 1.5995
Br 1.2836 -2.0007 -0.5114
*
```

Electronic energy (a.u.): -10447.38157
HOMO-LUMO gap (spin up / spin down) (Eh): 0.27562 / 0.28066


# 2
Computed, not measured: 11 unconnected molecules or ions with the total composition C46H105NO22, with the ωB97M-V functional and the def2-TZVPD basis.

```
! RIJCOSX wB97M-V def2-TZVPD def2/J DEFGRID3
* xyz 1 2
C -2.2335 -6.8244 0.7893
C -1.6760 -7.6334 1.7353
C -0.8227 -7.0735 2.7361
C -0.5708 -5.7532 2.6630
C -1.2251 -4.9218 1.7646
C -2.0612 -5.4136 0.8105
N 0.4637 -5.1409 3.6291
O 0.9919 -4.0811 3.2685
O 0.7045 -5.7791 4.6358
H -2.8728 -7.4200 0.1545
H -1.9270 -8.6779 1.8465
H -0.4134 -7.7521 3.4698
H -1.0356 -3.8643 1.8745
H -2.4565 -4.7988 0.0155
C -4.1584 0.9025 4.5687
O -4.0633 2.2112 5.1686
C -2.7505 2.7581 5.0782
C -2.3638 3.3797 3.7280
O -2.5867 2.4160 2.7302
C -2.9477 3.0236 1.4689
H -4.5394 0.8887 3.5475
H -4.8708 0.3470 5.1787
H -3.2625 0.2909 4.6754
H -1.9511 2.0325 5.2285
H -2.6928 3.5279 5.8478
H -1.3368 3.7435 3.6970
H -3.1076 4.1570 3.5528
H -2.1951 3.6193 0.9523
H -3.7805 3.7245 1.4122
H -3.1281 2.3256 0.6514
C 1.8597 -7.1622 -2.0609
O 0.7266 -8.0180 -2.4245
C -0.4513 -7.1276 -2.3546
C -0.5043 -5.8335 -3.1224
O 0.4515 -4.8560 -2.6476
C 0.2538 -4.3151 -1.2760
H 1.7597 -6.3684 -1.3206
H 2.1565 -6.7287 -3.0160
H 2.7208 -7.7611 -1.7645
H -0.5162 -7.0589 -1.2687
H -1.3594 -7.6659 -2.6261
H -1.4805 -5.3545 -3.1983
H -0.1539 -6.0112 -4.1391
H 1.2096 -3.8848 -0.9770
H -0.0188 -5.1970 -0.6963
H -0.5495 -3.5797 -1.3211
C 1.0390 8.0234 1.1850
O -0.0535 7.3518 1.7902
C 0.3521 6.0969 2.3574
C 0.9223 6.2240 3.7991
O -0.0534 6.2827 4.9115
C -0.9401 7.4146 5.0177
H 1.1678 7.6054 0.1866
H 1.9026 8.1053 1.8450
H 0.7125 9.0168 0.8773
H 1.0030 5.6033 1.6356
H -0.4262 5.3358 2.3022
H 1.7237 6.9481 3.9456
H 1.4901 5.3415 4.0941
H -0.6224 8.3462 5.4861
H -1.8054 7.0524 5.5727
H -1.3980 7.5915 4.0445
C 0.4774 1.7438 2.1107
O 0.0206 1.1377 0.9121
C -0.9572 0.0811 0.9960
C -0.6623 -1.0440 0.0242
O -0.7219 -0.6734 -1.3266
C 0.3112 0.1529 -1.8612
H 1.2900 1.2215 2.6155
H -0.2801 1.8260 2.8902
H 0.7439 2.7884 1.9498
H -1.9750 0.4331 0.8285
H -0.7666 -0.2927 2.0020
H -1.4017 -1.8422 0.0898
H 0.2252 -1.6472 0.2152
H 1.3211 -0.1917 -1.6390
H 0.2477 1.2279 -1.6924
H 0.1910 0.0371 -2.9384
C -3.2516 -2.6956 -3.0413
O -4.5038 -3.3428 -2.8567
C -5.6768 -2.4931 -2.8597
C -5.6121 -1.3259 -1.7254
O -4.7591 -0.1961 -2.0157
C -5.1630 0.5322 -3.1749
H -3.4596 -1.9453 -3.8041
H -2.3753 -3.3249 -3.1965
H -3.0781 -2.3092 -2.0369
H -6.5810 -2.9845 -2.5003
H -5.8517 -2.2682 -3.9119
H -5.3075 -1.6640 -0.7349
H -6.5663 -0.8300 -1.5479
H -4.8259 1.5687 -3.1605
H -6.2410 0.6851 -3.2262
H -4.7744 0.0163 -4.0529
C 3.5501 5.6247 5.6293
O 3.9554 5.7048 4.2444
C 4.7448 4.5869 3.7845
C 4.1332 3.2420 3.8106
O 3.7853 2.6639 5.0810
C 2.8167 1.6472 5.1730
H 3.2670 6.6604 5.8170
H 4.4058 5.4415 6.2792
H 2.7228 4.9744 5.9135
H 5.6987 4.5262 4.3085
H 4.8664 4.7070 2.7080
H 4.8585 2.5268 3.4226
H 3.3584 3.2842 3.0452
H 1.8684 1.9167 4.7080
H 2.5369 1.3638 6.1876
H 3.1781 0.7459 4.6778
C 0.6854 -0.5721 -5.5966
O 0.9213 0.7148 -5.2261
C 0.5988 1.6102 -6.2864
C 0.8720 3.0667 -5.9055
O 0.3173 3.4531 -4.6698
C -1.0793 3.3170 -4.6079
H -0.2832 -0.7329 -6.0699
H 0.6127 -1.2676 -4.7605
H 1.5055 -0.9239 -6.2226
H -0.4555 1.5867 -6.5623
H 1.1486 1.5205 -7.2233
H 0.3402 3.6767 -6.6357
H 1.9389 3.2452 -6.0395
H -1.0693 2.5634 -3.8204
H -1.6802 2.7777 -5.3401
H -1.6673 4.1597 -4.2443
C 2.6732 3.5848 -1.3426
O 3.6383 3.0622 -2.1716
C 4.1383 3.8796 -3.1902
C 5.5886 4.4022 -2.9151
O 6.0611 5.0045 -4.0782
C 7.3256 5.5543 -4.0378
H 3.1127 4.4021 -0.7709
H 2.3601 2.8651 -0.5863
H 1.8128 3.8889 -1.9388
H 3.5959 4.8200 -3.2878
H 3.9844 3.3612 -4.1366
H 6.0882 3.4522 -2.7254
H 5.8524 4.9782 -2.0281
H 7.3643 6.4405 -3.4044
H 7.5937 5.9109 -5.0323
H 8.1308 4.9264 -3.6565
C 3.2823 -4.4852 -6.4798
O 3.5444 -4.1465 -5.1287
C 2.8163 -2.9918 -4.6742
C 2.9354 -2.8481 -3.1067
O 4.2778 -2.2705 -2.8196
C 4.5024 -1.9569 -1.4743
H 3.6651 -5.4054 -6.9211
H 3.4810 -3.6988 -7.2080
H 2.2131 -4.5735 -6.6721
H 1.7465 -3.1239 -4.8363
H 3.1815 -2.0915 -5.1685
H 2.7866 -3.7959 -2.5894
H 2.0831 -2.2127 -2.8658
H 3.6731 -1.3834 -1.0602
H 5.4664 -1.4885 -1.2758
H 4.6132 -2.9221 -0.9801
C -3.4931 -5.8375 4.5540
O -2.7057 -4.7111 5.1139
C -3.4646 -3.5236 5.2398
C -4.3323 -3.1259 3.9396
O -3.4469 -2.8853 2.8579
C -4.1263 -2.4752 1.6263
H -3.0140 -6.7706 4.8503
H -3.5278 -5.7789 3.4662
H -4.4713 -5.9562 5.0199
H -2.7438 -2.7860 5.5925
H -4.1320 -3.6805 6.0871
H -5.0790 -2.3618 4.1556
H -4.9246 -3.9583 3.5597
H -3.3756 -2.5152 0.8370
H -4.5442 -1.4739 1.7302
H -4.9436 -3.1220 1.3072
*
```

Electronic energy (a.u.): -3524.56935
HOMO-LUMO gap (spin up / spin down) (Eh): 0.29366 / 0.06801


# 3
Computed, not measured: a molecular structure, C15H29FN3O3RuSSi, with the ωB97M-V functional and the def2-TZVPD basis.

```
! RIJCOSX wB97M-V def2-TZVPD def2/J DEFGRID3
* xyz 3 1
Ru 0.5562 -0.0998 0.7217
C 3.5264 -3.7096 -0.7462
O 3.6780 -2.2561 -0.8948
C 2.7886 -1.4496 -0.4504
O 1.6704 -1.7543 0.0363
N 3.1683 -0.1419 -0.5146
N 2.2666 0.8259 -0.0122
H 4.5428 -4.0866 -0.7217
H 3.0012 -4.0854 -1.6174
H 2.9995 -3.9301 0.1772
H 4.0486 0.1558 -0.9186
H 1.9791 1.4654 -0.7599
H 2.7459 1.3689 0.7090
C 1.5555 0.4164 2.9902
Si 0.6798 2.0899 2.7328
C 1.8029 3.4416 2.1451
C -0.4482 2.5314 4.1174
N -0.3739 1.4418 1.3456
C -1.6941 1.5955 1.1803
C -2.4073 2.8191 1.2987
C -3.7643 2.8181 1.1290
C -4.4561 1.6036 0.9263
C -3.7943 0.3693 0.8604
C -2.4391 0.4051 0.9560
F -1.6876 -0.7356 1.0062
H 2.6375 0.5306 3.0860
H 1.4626 -0.4728 2.2909
H 1.1761 -0.0430 3.9059
H 2.6961 3.4910 2.7734
H 1.3036 4.4075 2.2436
H 2.1253 3.3717 1.1048
H 0.1265 2.5901 5.0459
H -1.2447 1.8024 4.2724
H -0.8939 3.5150 3.9596
H -1.8541 3.7355 1.4582
H -4.3227 3.7433 1.1626
H -5.5358 1.6209 0.8452
H -4.3319 -0.5643 0.7651
C -1.8583 -1.0594 -4.5940
C -0.7794 -0.5594 -3.6401
S -1.2842 -0.8900 -1.9472
O -0.2731 -0.0266 -1.1080
C -0.9029 -2.6523 -1.6918
C 0.0880 -3.3072 -2.6329
H -1.5524 -0.8199 -5.6119
H -2.8126 -0.5696 -4.4075
H -1.9996 -2.1377 -4.5376
H -0.6855 0.5269 -3.6749
H 0.1961 -1.0114 -3.8126
H -1.8808 -3.1360 -1.7230
H -0.5576 -2.6941 -0.6559
H -0.2686 -3.3348 -3.6597
H 0.2235 -4.3399 -2.3104
H 1.0578 -2.8150 -2.6023
*
```

Electronic energy (a.u.): -1860.36208
HOMO-LUMO gap (spin up / spin down) (Eh): 0.22256 / 0.22253


# 4
Computed, not measured: a molecular structure, C27H32Br3N3O12, with the ωB97M-V functional and the def2-TZVPD basis.

```
! RIJCOSX wB97M-V def2-TZVPD def2/J DEFGRID3
* xyz 0 1
C 1.5796 13.3778 16.7466
C 1.4152 12.0761 17.1882
C 2.4207 11.1506 17.0163
C 3.5376 11.5067 16.2942
C 3.7124 12.7696 15.7698
C 2.7152 13.6886 15.9918
N 4.6149 10.5482 16.1689
O 5.7074 10.9646 15.8838
O 4.3478 9.3841 16.3516
H 0.8252 14.1493 16.8213
H 0.5124 11.7591 17.6956
H 2.3335 10.1419 17.3961
H 4.6409 13.0032 15.2741
H 2.8351 14.6829 15.5777
C 4.6564 9.7158 12.9932
C 4.5643 9.2136 11.6983
C 5.2536 9.8280 10.6621
C 6.1298 10.8286 10.9679
C 6.2032 11.3829 12.2411
C 5.3826 10.8732 13.2322
N 6.8857 11.4635 9.8908
O 6.7060 11.0591 8.7724
O 7.6094 12.3871 10.1892
H 4.0832 9.2297 13.7738
H 3.9991 8.3039 11.5492
H 5.2148 9.3629 9.6876
H 6.8583 12.2212 12.4310
H 5.3927 11.3468 14.2070
C 3.5603 10.9465 7.9935
C 2.3109 10.7661 8.5757
C 1.1723 11.1170 7.8830
C 1.2688 11.6252 6.5978
C 2.5157 11.8770 6.0444
C 3.6431 11.4084 6.6901
N 0.0370 12.0259 5.9178
O 0.1409 12.7060 4.9302
O -1.0069 11.5916 6.3319
H 4.4359 10.6323 8.5475
H 2.1985 10.4273 9.5948
H 0.1978 11.0580 8.3473
H 2.5901 12.3801 5.0878
H 4.6045 11.5649 6.2167
C 5.3842 13.9878 8.9509
C 5.0184 13.9342 10.4023
O 4.3332 12.6822 10.5737
C 4.0504 12.3185 11.7927
O 4.4418 12.8770 12.7834
O 3.3678 11.1808 11.7258
C 2.9917 10.5520 12.9230
H 5.9622 13.1008 8.6785
H 5.9239 14.8897 8.6771
H 4.4830 13.8995 8.3393
H 4.3435 14.7629 10.6356
H 5.8520 13.9974 11.1015
H 3.8525 10.1536 13.4623
H 2.3167 9.7431 12.6681
H 2.4857 11.2519 13.5872
C -1.3696 11.9661 14.0517
C -0.2023 12.8929 13.7431
O -0.1963 13.0864 12.3141
C 0.5014 14.0912 11.7832
O 1.0485 14.9753 12.3883
O 0.5189 13.9418 10.4569
C 0.8637 15.0886 9.7033
H -1.1146 10.9630 13.7084
H -2.3050 12.3081 13.6226
H -1.4745 11.9063 15.1387
H 0.7225 12.4292 14.0810
H -0.3231 13.8787 14.1969
H 0.1917 15.9322 9.8605
H 0.7624 14.7958 8.6608
H 1.8966 15.3954 9.8568
C 9.5260 15.3240 9.0698
Br 8.1251 16.5216 8.4930
Br 9.6142 15.3473 10.9937
Br 11.1853 15.7488 8.1999
H 9.2650 14.3091 8.8126
*
```

Electronic energy (a.u.): -9836.63500
HOMO-LUMO gap (Eh): 0.24463


# 5
Computed, not measured: a molecular structure, CHF4NO4PbS2, with the ωB97M-V functional and the def2-TZVPD basis.

```
! RIJCOSX wB97M-V def2-TZVPD def2/J DEFGRID3
* xyz 0 1
Pb -2.4365 1.0500 0.4097
N 0.7799 0.5424 -0.6974
S -0.7731 0.6181 -1.7711
O -0.4043 1.7134 -2.6898
O -0.8614 -0.7046 -2.4186
S 0.7195 0.1256 0.8271
O -0.6976 0.3207 1.2592
O 1.7588 0.7005 1.6531
C 0.9112 -1.7246 0.9884
F -0.1314 -2.3235 0.4516
F 2.0152 -2.0850 0.3656
F 0.9886 -2.0372 2.2661
F -3.4586 2.6535 0.3491
H 1.5896 1.1507 -0.9931
*
```

Electronic energy (a.u.): -1783.03972
HOMO-LUMO gap (Eh): 0.32721


# 6
Computed, not measured: C6H9N in the gas phase, with the ωB97M-V functional and the def2-TZVPD basis.

```
! RIJCOSX wB97M-V def2-TZVPD def2/J DEFGRID3
* xyz 0 1
C -1.5436 0.3894 1.2287
C -0.2068 0.4875 0.5372
C 0.9502 1.0222 1.0435
N 1.9797 0.7486 0.1841
C 1.4995 -0.0587 -0.8149
C 0.1560 -0.2664 -0.6169
C -0.6909 -1.1470 -1.5116
H -2.3581 0.3137 0.5157
H -1.5372 -0.4605 1.9102
H -1.6883 1.2817 1.8446
H 1.0596 1.7977 1.7838
H 2.9497 0.6753 0.4359
H 2.1563 -0.6466 -1.4340
H -1.5858 -1.4512 -0.9767
H -0.1176 -2.0482 -1.7130
H -1.0226 -0.6374 -2.4167
*
```

Electronic energy (a.u.): -288.76605
Structure (SMILES): Cc1c[nH]cc1C
HOMO-LUMO gap (Eh): 0.33450


Question: Which of these has the lowest electronic energy?
Answer: C2Br4O


Question: What is the electronic energy in the fifth record?
Answer: -1783.03972 a.u.


Question: Which of these has the lowest electronic energy?
Answer: C2Br4O